1.
DFT (the ωB97M-V functional and the def2-TZVPD basis) results for C26H29F6N2O7S4Zr as an isolated structure.

Computed properties:
Charge: +3
Relative energy (zero: lowest compared OMol25 entry of this formula, charge and spin) in eV: 0.512
LUMO energy in eV: -9.02
Molecular weight in g/mol: 815.00
Calculated total energy in eV: -105649.390

Each line ends with the Löwdin charge.
Element x y z (Å)
Zr  0.158  0.826  0.762  1.88
F  4.704  -0.436  0.110  0.18
C  4.725  0.885  0.176  -0.69
F  5.609  1.307  1.034  0.23
F  4.894  1.410  -1.012  0.22
S  3.033  1.390  0.784  0.72
O  2.055  1.037  -0.307  -0.43
O  2.615  0.652  1.964  -0.28
N  3.203  2.925  0.959  -0.24
S  1.897  3.761  1.269  0.74
O  0.746  2.780  1.383  -0.47
O  1.996  4.707  2.302  -0.14
C  1.517  4.639  -0.322  -0.68
F  1.178  3.715  -1.228  0.14
F  0.489  5.434  -0.102  0.19
F  2.568  5.303  -0.715  0.23
O  -0.005  0.412  2.883  -0.22
C  -0.836  1.030  3.943  -0.12
C  -2.128  0.254  4.046  -0.12
C  -2.757  0.003  2.667  -0.12
C  -2.943  1.276  1.890  -0.25
C  -4.124  1.997  1.995  0.03
C  -4.275  3.192  1.314  0.02
C  -3.229  3.648  0.520  0.00
C  -2.082  2.896  0.457  -0.13
N  -1.922  1.728  1.127  -0.04
H  0.772  -0.026  3.263  0.13
H  -0.978  2.066  3.643  0.13
H  -0.256  1.013  4.862  0.15
H  -2.812  0.821  4.682  0.14
H  -1.959  -0.705  4.537  0.14
H  -3.723  -0.483  2.796  0.14
H  -2.130  -0.696  2.105  0.10
H  -4.922  1.611  2.616  0.14
H  -5.194  3.758  1.393  0.14
H  -3.298  4.574  -0.034  0.14
H  -1.256  3.225  -0.163  0.10
O  -0.656  0.564  -1.059  -0.68
S  -1.849  0.714  -2.075  1.17
C  -2.866  -0.776  -1.800  -0.26
C  -2.194  -1.873  -0.988  -0.21
C  -1.059  -2.606  -1.710  -0.20
C  -0.068  -3.264  -0.754  -0.27
S  1.244  -2.149  -0.227  1.14
O  0.514  -1.180  0.801  -0.65
C  2.237  -3.204  0.751  -0.42
C  1.739  -3.800  1.910  -0.06
C  2.564  -4.659  2.609  -0.03
C  3.852  -4.922  2.145  -0.01
C  4.330  -4.325  0.988  -0.03
C  3.523  -3.445  0.281  -0.07
C  -1.096  0.461  -3.654  -0.41
C  0.263  0.226  -3.793  -0.07
C  0.769  0.082  -5.077  -0.03
C  -0.074  0.175  -6.178  -0.02
C  -1.429  0.429  -6.013  -0.03
C  -1.955  0.590  -4.741  -0.07
H  -3.151  -1.098  -2.804  0.12
H  -3.757  -0.402  -1.295  0.10
H  -2.978  -2.583  -0.717  0.14
H  -1.843  -1.452  -0.045  0.07
H  -0.517  -1.939  -2.385  0.10
H  -1.480  -3.386  -2.345  0.14
H  0.499  -4.060  -1.243  0.13
H  -0.527  -3.678  0.146  0.12
H  0.736  -3.591  2.260  0.12
H  2.208  -5.134  3.513  0.13
H  4.486  -5.604  2.695  0.13
H  5.330  -4.539  0.638  0.13
H  3.885  -2.968  -0.622  0.12
H  0.915  0.171  -2.931  0.10
H  1.826  -0.097  -5.219  0.12
H  0.331  0.061  -7.174  0.13
H  -2.077  0.518  -6.875  0.13
H  -3.007  0.818  -4.611  0.13

2.
DFT (the ωB97M-V functional and the def2-TZVPD basis) results for an isolated ion of composition C26H29N2 and charge +1.

Computed properties:
Charge: +1
Relative energy (zero: lowest compared OMol25 entry of this formula, charge and spin) in eV: 1.276
LUMO energy in eV: -3.36
SMILES: Cc1ccc(/C=C/[C@H](c2ccc(C)cc2)[n+]2ccc(N3CCCC3)cc2)cc1
Molecular weight in g/mol: 369.53
Calculated total energy in eV: -30406.518

Each line ends with the Löwdin charge.
Element x y z (Å)
C  -3.235  6.160  -3.990  -0.05
C  -2.861  5.083  -3.007  -0.26
C  -3.631  3.905  -2.937  -0.04
C  -3.273  2.885  -2.067  -0.04
C  -2.136  2.960  -1.235  -0.22
C  -1.852  1.805  -0.377  -0.03
C  -0.706  1.599  0.305  -0.05
C  -0.414  0.510  1.338  -0.21
C  0.651  0.969  2.348  -0.18
C  0.410  0.700  3.702  -0.03
C  1.323  1.098  4.677  -0.03
C  2.475  1.810  4.315  -0.26
C  3.446  2.226  5.389  -0.05
C  2.672  2.175  2.969  -0.02
C  1.763  1.747  1.983  -0.03
C  -1.386  4.175  -1.274  -0.01
C  -1.752  5.213  -2.149  -0.03
H  -2.561  7.018  -3.914  0.08
H  -3.188  5.795  -5.025  0.09
H  -4.261  6.526  -3.848  0.09
H  -4.511  3.805  -3.580  0.12
H  -3.886  1.979  -2.002  0.11
H  -2.659  1.054  -0.332  0.12
H  0.140  2.286  0.227  0.09
H  -1.324  0.329  1.934  0.14
H  -0.517  0.168  3.966  0.12
H  1.133  0.894  5.743  0.13
H  4.299  2.759  4.970  0.08
H  2.981  2.878  6.136  0.09
H  3.806  1.345  5.929  0.09
H  3.522  2.809  2.682  0.12
H  1.908  2.026  0.929  0.11
H  -0.538  4.320  -0.604  0.11
H  -1.179  6.150  -2.175  0.12
C  1.924  -6.430  -2.013  -0.15
C  0.437  -6.714  -2.138  -0.15
C  -0.302  -5.585  -1.393  -0.13
N  0.718  -4.595  -1.008  -0.09
C  0.463  -3.342  -0.465  -0.17
C  -0.332  -3.173  0.707  0.05
C  -0.525  -1.931  1.264  0.01
N  -0.076  -0.777  0.674  0.00
C  0.678  -0.907  -0.457  0.02
C  0.993  -2.135  -1.007  0.05
C  2.066  -5.037  -1.387  -0.14
H  2.392  -7.174  -1.362  0.11
H  2.418  -6.459  -2.986  0.11
H  0.143  -6.726  -3.192  0.11
H  0.190  -7.683  -1.695  0.11
H  -1.059  -5.141  -2.052  0.12
H  -0.815  -5.996  -0.514  0.11
H  -0.767  -4.033  1.217  0.13
H  -1.082  -1.720  2.180  0.14
H  1.028  0.025  -0.891  0.14
H  1.615  -2.201  -1.902  0.13
H  2.719  -5.096  -0.505  0.13
H  2.514  -4.332  -2.099  0.11

3.
DFT (the ωB97M-V functional and the def2-TZVPD basis) results for C26H29N3O3S as an isolated structure.

Computed properties:
Relative energy (zero: lowest compared OMol25 entry of this formula, charge and spin) in eV: 18.562
LUMO energy in eV: 0.51
Molecular weight in g/mol: 463.60
Calculated total energy in eV: -48863.042

Each line ends with the Löwdin charge.
Element x y z (Å)
C  0.735  -6.093  -0.665  -0.01
H  0.248  -6.300  0.148  0.02
O  1.162  -4.637  -0.896  -0.07
C  0.040  -3.862  -1.006  -0.26
C  -1.341  -4.329  -1.140  0.04
C  -2.359  -3.228  -1.071  -0.07
C  -2.005  -1.950  -1.069  -0.08
C  -0.586  -1.468  -1.317  -0.05
C  0.323  -2.470  -1.183  0.01
H  1.471  -2.327  -1.103  0.15
C  -0.230  0.166  -1.313  -0.16
N  -1.121  0.921  -0.595  0.00
C  -1.228  0.310  0.681  -0.47
O  -0.709  -0.389  1.361  0.19
C  -2.258  1.324  1.459  -0.08
C  -3.689  1.264  1.125  -0.73
C  -4.371  2.170  0.654  -0.23
C  -5.697  1.861  0.179  -0.24
C  -5.699  0.674  0.057  -0.48
S  -4.446  -0.177  0.879  1.08
H  -6.688  -0.025  -0.289  0.15
H  -6.531  2.687  -0.106  0.17
H  -4.121  3.480  0.732  0.21
H  -2.325  0.954  2.764  0.20
H  -1.912  2.545  1.432  0.16
C  -1.219  2.144  -1.088  -0.23
C  -0.016  2.736  -1.180  -0.16
C  0.548  3.476  -2.427  -0.01
C  1.648  3.938  -2.300  -0.12
C  2.401  4.168  -1.133  -0.18
N  1.873  3.956  -0.088  0.11
C  0.669  3.195  -0.157  -0.05
H  0.367  2.969  0.968  0.16
H  3.305  4.575  -1.184  0.08
H  2.145  4.215  -3.338  0.17
H  0.033  3.299  -3.280  0.10
H  -2.010  2.656  -0.645  0.14
H  -1.733  1.993  -1.808  0.07
H  -0.384  0.309  -2.353  0.16
C  1.220  0.353  -1.009  -0.34
O  2.123  0.560  -1.845  0.05
N  1.609  0.036  0.377  0.14
H  0.980  -0.461  0.828  0.01
C  3.076  -0.075  0.594  -0.25
H  3.612  0.365  -0.392  0.18
C  3.437  1.041  1.668  -0.19
H  2.846  1.926  1.495  0.09
H  4.473  1.179  1.844  0.11
C  2.759  0.487  2.817  -0.23
H  1.531  0.647  3.066  0.17
H  3.238  0.801  3.782  0.11
C  3.012  -1.064  2.635  -0.24
H  3.872  -1.452  3.319  0.13
C  3.623  -1.311  1.363  -0.20
H  3.307  -2.181  0.863  0.10
H  4.687  -1.174  1.498  0.12
H  2.033  -1.728  2.703  0.14
H  -2.740  -1.043  -1.293  0.13
H  -3.325  -3.296  -1.118  0.04
H  -1.553  -5.186  -0.604  0.06
H  1.702  -6.685  -0.763  0.12
H  0.190  -6.466  -1.536  0.09